[1]
Here is a molecular structure, C33H46BaNP3 from OMol25. Energies are from ωB97M-V with the def2-TZVPD basis set.

XYZ file:
```
84
Properties=species:S:1:pos:R:3:mulliken_charge:R:1
P 0.795 2.981 0.944 1.83
P -0.187 0.647 -3.063 0.32
C 0.835 2.420 -0.892 -0.63
C -0.313 2.217 -1.892 0.52
H 1.485 1.529 -0.960 0.12
H 1.454 3.255 -1.301 0.51
H -1.343 2.185 -1.499 -1.39
H -0.304 3.108 -2.531 0.45
C -0.963 1.436 -4.533 -1.20
H -0.248 1.287 -5.354 0.41
H -1.075 2.523 -4.388 0.31
H -1.921 0.987 -4.829 0.27
C -1.521 -0.623 -2.626 -0.41
H -2.139 -0.822 -3.507 0.56
H -2.307 -0.358 -1.903 -0.65
H -1.130 -1.602 -2.304 0.23
C 1.228 4.715 1.005 -1.56
H 2.069 4.847 1.702 0.46
H 0.380 5.325 1.359 0.44
H 1.527 5.068 0.005 0.39
C -0.508 2.819 2.267 -0.51
H -1.556 2.598 2.011 -0.55
H -0.638 3.811 2.738 0.51
H -0.191 2.097 3.051 0.40
Ba -2.235 0.356 0.435 1.60
C -4.668 0.480 -0.695 -2.52
C -4.227 0.827 -1.926 -0.10
C -3.929 2.219 -2.398 0.52
C -3.825 3.314 -1.307 -1.70
C -3.158 2.928 -0.015 1.15
C -3.771 2.516 1.147 -1.14
C -5.174 2.009 1.273 -0.76
C -5.704 1.279 0.016 -1.05
C 2.098 2.056 1.805 -0.83
H -4.475 -0.532 -0.311 1.59
H -4.393 0.091 -2.750 0.31
H -4.684 2.533 -3.148 0.47
H -2.988 2.202 -2.974 -0.33
H -3.224 4.138 -1.744 0.40
H -4.816 3.749 -1.127 0.39
H -2.195 3.446 0.091 0.04
H -3.351 2.802 2.128 0.24
H -5.806 2.895 1.490 0.31
H -5.262 1.329 2.138 0.25
H -6.527 0.615 0.333 0.50
H -6.188 2.023 -0.640 0.32
H 1.793 1.783 2.826 0.21
H 3.122 2.479 1.853 0.53
H 2.052 1.077 1.301 -0.85
N 0.440 -0.696 0.293 -0.10
P 1.567 -1.783 0.551 0.33
C 0.956 -3.221 1.523 0.43
C 0.765 -3.066 2.911 -0.32
C -0.153 -3.875 3.587 -0.79
C -0.789 -4.930 2.913 -0.47
C -0.473 -5.185 1.573 -0.69
C 0.431 -4.362 0.894 -0.31
C 2.488 -2.652 -0.806 0.27
C 3.819 -3.113 -0.708 -0.17
C 4.420 -3.884 -1.706 -0.79
C 3.741 -4.133 -2.895 -0.48
C 2.458 -3.614 -3.066 -0.59
C 1.843 -2.877 -2.037 0.17
C 3.094 -1.455 1.545 0.18
C 3.856 -0.284 1.334 -0.30
C 5.039 -0.031 2.022 -0.67
C 5.618 -1.028 2.814 -0.67
C 4.975 -2.261 2.898 -0.69
C 3.725 -2.466 2.296 -0.43
H 1.298 -2.283 3.458 0.33
H -0.379 -3.680 4.636 0.37
H -1.541 -5.524 3.444 0.37
H -0.961 -5.997 1.027 0.39
H 0.674 -4.592 -0.138 0.39
H 4.432 -2.873 0.157 0.17
H 5.430 -4.282 -1.580 0.41
H 4.227 -4.718 -3.675 0.36
H 1.938 -3.781 -4.012 0.41
H 0.847 -2.446 -2.173 0.07
H 3.537 0.484 0.621 0.84
H 5.488 0.957 1.879 0.40
H 6.567 -0.871 3.327 0.39
H 5.445 -3.080 3.438 0.41
H 3.283 -3.461 2.356 0.43
```

Its gap between HOMO and LUMO (alpha / beta) is 3.379 / 3.789 eV. The value obtained for the LUMO energy (alpha / beta) is -0.218 / -0.189 eV.


[2]
Here is a molecular structure, C33H46CaP2Si from OMol25. Energies are from ωB97M-V with the def2-TZVPD basis set.

XYZ file:
```
83
Properties=species:S:1:pos:R:3:mulliken_charge:R:1
P 0.577 -2.891 -1.068 0.81
P 0.146 1.162 -0.251 0.71
C 0.242 -1.327 -2.082 -0.90
C 0.812 0.073 -1.680 0.26
H -0.817 -1.277 -2.506 0.91
H 0.724 -1.613 -3.028 -0.63
H 1.899 -0.023 -1.471 0.39
H 0.715 0.730 -2.566 -0.77
C -1.389 1.776 -1.086 -1.51
H -1.861 2.515 -0.424 0.37
H -2.180 1.036 -1.374 0.54
H -1.100 2.321 -1.997 0.32
C 1.222 2.611 -0.753 -1.47
H 0.815 3.046 -1.691 0.43
H 2.263 2.275 -0.935 0.40
H 1.215 3.386 0.036 0.32
C -0.505 -4.069 -1.942 -1.15
H -0.647 -4.949 -1.302 0.43
H -0.072 -4.383 -2.909 0.32
H -1.521 -3.686 -2.142 0.30
C 2.300 -3.323 -1.616 -1.42
H 2.970 -2.442 -1.561 0.35
H 2.336 -3.713 -2.662 0.33
H 2.723 -4.086 -0.941 0.49
Ca -1.808 -1.136 -0.706 1.07
C 0.320 0.733 -4.841 -0.50
C -1.003 0.691 -4.648 0.10
C -1.924 0.039 -5.640 -1.05
C -1.670 -1.453 -5.932 -0.84
C -0.846 -2.154 -4.913 0.05
C 0.500 -2.224 -4.939 -0.13
C 1.376 -1.411 -5.846 -1.09
C 1.075 0.113 -5.957 -0.93
C -0.321 -2.360 0.804 -1.30
H 0.889 1.508 -4.328 0.64
H -1.523 1.339 -3.928 0.27
H -1.863 0.569 -6.606 0.34
H -2.955 0.148 -5.279 0.34
H -2.652 -1.951 -5.968 0.45
H -1.199 -1.576 -6.922 0.31
H -1.395 -2.800 -4.235 0.24
H 1.051 -3.059 -4.468 0.48
H 1.318 -1.835 -6.867 0.36
H 2.418 -1.540 -5.506 0.35
H 2.056 0.609 -6.001 0.40
H 0.569 0.313 -6.916 0.31
H 0.455 -1.656 1.137 0.37
H -0.227 -3.296 1.433 0.36
H -1.328 -1.910 1.210 -0.02
C -0.858 5.485 4.060 -0.46
C 0.220 5.111 3.244 -0.66
C 0.427 3.768 2.906 -0.71
C -0.453 2.763 3.355 0.45
C -1.524 3.140 4.186 -0.25
C -1.717 4.487 4.543 -0.61
Si -0.102 0.966 2.900 0.39
C 1.559 0.647 3.708 0.35
C 2.614 0.031 3.000 -0.39
C 3.823 -0.259 3.645 -0.41
C 4.005 0.060 4.997 -0.54
C 2.974 0.685 5.703 -0.67
C 1.762 0.982 5.061 -0.12
C -1.365 -0.096 3.801 0.39
C -1.029 -0.797 4.977 -0.44
C -2.000 -1.544 5.667 -0.58
C -3.301 -1.647 5.150 -0.51
C -3.635 -0.968 3.968 -0.61
C -2.683 -0.188 3.298 -0.27
H -1.028 6.541 4.306 0.34
H 0.901 5.867 2.847 0.36
H 1.285 3.492 2.289 0.44
H -2.212 2.380 4.561 0.33
H -2.566 4.758 5.177 0.36
H 2.505 -0.225 1.941 0.03
H 4.633 -0.740 3.098 0.38
H 4.944 -0.160 5.508 0.35
H 3.085 0.949 6.757 0.37
H 0.957 1.479 5.622 0.43
H -0.005 -0.792 5.360 0.34
H -1.725 -2.090 6.574 0.36
H -4.053 -2.266 5.659 0.33
H -4.642 -1.038 3.548 0.36
H -2.973 0.369 2.400 0.45
```

Its gap between HOMO and LUMO (alpha / beta) is 2.889 / 2.892 eV. The value obtained for the LUMO energy (alpha / beta) is -1.283 / -1.286 eV.


| no. | maximum force (eV Å⁻¹) |
| --- | --- |
| 1 | 2.68 |
| 2 | 2.58 |